A molecular structure, C12H24Br12, computed with ωB97M-V with the def2-TZVPD basis set.

HOMO-LUMO gap ... 8.90 eV
Relative energy (zero: lowest compared OMol25 entry of this formula, charge and spin) ... 980.3 kJ/mol
Electronic energy ... -853334.197 eV
Molar mass ... 1127.17 g/mol

ORCA input file:
```
! wB97M-V def2-TZVPD RIJCOSX def2/J DEFGRID3
* xyz 0 1
Br 0.1603 1.6894 -0.0662
C 0.1758 0.0546 0.9833
C -0.1992 -1.2115 0.1761
Br -0.6348 -2.6917 1.4108
H -0.5020 0.2099 1.8227
H 1.1665 -0.1832 1.3707
H 0.5665 -1.4900 -0.5479
H -1.2051 -1.1205 -0.2338
Br 3.4499 -0.0846 -1.6354
C 3.0454 1.8338 -2.0100
C 2.9505 2.4876 -0.6191
Br 2.7628 4.4340 -1.0291
H 2.1879 1.9147 -2.6780
H 3.8944 2.2854 -2.5233
H 3.8818 2.3253 -0.0765
H 2.0869 2.0944 -0.0827
Br 1.1703 -1.3601 3.4621
C 0.1665 0.3247 3.9390
C 0.6673 1.0945 5.2517
Br -0.2664 2.8340 5.5039
H -0.8794 0.0308 4.0281
H 0.2479 0.9888 3.0785
H 1.7192 1.3161 5.0714
H 0.6673 0.4803 6.1522
Br -3.3141 -3.6026 -0.2595
C -1.8037 -3.0795 -1.3244
C -0.6100 -4.0732 -1.0473
Br 1.1103 -3.4916 -1.9245
H -1.5223 -2.0527 -1.0908
H -2.2055 -3.0702 -2.3376
H -0.9413 -5.0475 -1.4064
H -0.5237 -4.2163 0.0298
Br -1.8022 1.3309 3.0939
C -2.7139 1.3905 1.3220
C -2.6839 2.7743 0.7337
Br -3.7875 2.7524 -0.9518
H -3.6894 0.9083 1.3848
H -2.1570 0.7228 0.6646
H -1.6616 3.0240 0.4498
H -2.9586 3.5866 1.4065
Br 1.9779 -0.9253 -5.6068
C 1.2860 -0.9161 -3.6611
C -0.2380 -0.6932 -3.7145
Br -1.0027 -0.2410 -1.9253
H 1.8551 -0.1518 -3.1321
H 1.4412 -1.8479 -3.1173
H -0.8859 -1.5199 -4.0056
H -0.4495 0.1821 -4.3287
*
```